(1)
66
Properties=species:S:1:pos:R:3:mulliken_charge:R:1 method="wB97M-V/def2-TZVPD" orbital_gap_ev=7.17 homo_energy_ev=-7.65 total_energy_ev=-95962.40299 largest_force_ha_per_bohr=0.0154 relative_energy_kj_mol=435.8
Ti 1.136 0.159 -0.511 -0.6310
O 2.850 -0.586 -0.026 -0.1988
C 3.163 -1.819 0.282 0.5180
C 4.341 -2.409 -0.206 -0.6342
C 4.667 -3.702 0.135 -0.4853
C 3.852 -4.452 0.992 -0.7167
C 2.711 -3.878 1.498 -0.7294
C 2.340 -2.573 1.144 0.5862
C 1.180 -1.983 1.761 -0.0113
N 0.580 -0.890 1.448 0.2668
C -0.529 -0.546 2.362 -0.7621
C -0.736 0.958 2.526 -1.1208
N -1.177 1.396 1.237 0.5290
C -2.355 1.787 1.046 -1.1189
C -2.978 1.881 -0.303 0.4491
C -3.800 2.935 -0.508 -0.5002
C -4.742 3.348 -1.561 -0.5373
C -4.941 2.759 -2.744 -1.4004
C -4.040 1.627 -3.023 0.1288
C -2.838 0.634 -1.171 1.4403
O -2.272 -0.497 -0.526 -0.8215
H 4.969 -1.821 -0.861 0.4725
H 5.572 -4.143 -0.262 0.3947
H 4.125 -5.464 1.257 0.4006
H 2.077 -4.436 2.178 0.3873
H 0.797 -2.547 2.616 0.2887
H -0.344 -0.995 3.342 0.6127
H -1.450 -0.965 1.952 0.2965
H 0.212 1.434 2.785 0.1661
H -1.468 1.137 3.328 0.5316
H -3.030 1.998 1.893 0.2514
H -3.806 3.633 0.326 0.4452
H -5.335 4.220 -1.308 0.3511
H -5.683 3.119 -3.446 0.4249
H -3.015 1.969 -3.170 0.4386
C 1.618 4.204 1.039 -1.9830
C 1.614 3.091 0.029 1.5975
O 1.517 1.932 0.478 0.0596
C 1.728 3.379 -1.376 0.6217
C 1.659 4.707 -1.849 -0.9435
C 1.823 5.002 -3.174 -0.8041
C 2.092 3.958 -4.077 -0.4445
C 2.180 2.660 -3.652 -0.7000
C 1.984 2.323 -2.293 0.5151
O 2.093 1.077 -1.937 -0.7358
H 1.684 3.773 2.034 0.3608
H 0.688 4.771 0.958 0.3838
H 2.448 4.889 0.874 0.4887
H 1.456 5.507 -1.149 0.4058
H 1.752 6.022 -3.524 0.4156
H 2.229 4.185 -5.127 0.4017
H 2.385 1.850 -4.339 0.4972
Cl -3.709 -0.684 -5.968 -0.2609
C -3.166 -0.461 -4.316 0.0640
C -4.193 0.200 -3.485 -0.4668
C -4.039 0.498 -2.021 0.8861
Cl -5.509 0.187 -1.092 -0.2091
C -1.522 0.122 -1.598 0.2841
O -0.438 0.849 -1.257 0.0922
C -1.228 -0.795 -2.744 0.7296
C -0.072 -1.477 -2.582 -0.9572
O 0.714 -1.386 -1.520 -0.6051
C -1.956 -0.911 -3.989 -0.7317
H -5.200 -0.122 -3.720 0.5274
H 0.283 -2.158 -3.355 0.3922
H -1.411 -1.425 -4.774 0.4063

(2)
12
Properties=species:S:1:pos:R:3:mulliken_charge:R:1 method="wB97M-V/def2-TZVPD" orbital_gap_ev=9.18 homo_energy_ev=-9.19 total_energy_ev=-28928.43460 largest_force_ha_per_bohr=0.0688 relative_energy_kj_mol=67.7
C 1.016 -1.544 0.383 0.4846
C -0.494 1.878 -0.904 0.0397
C -1.402 -0.923 0.493 -0.9309
C 0.103 -0.652 0.631 0.1216
O 1.746 -2.438 0.267 -0.3510
O -1.399 2.453 -0.492 -0.1592
Cl 0.644 0.936 1.233 -0.1625
I 3.007 2.031 -1.761 -0.0300
H -1.905 -0.806 1.441 0.2768
H -1.385 -1.929 0.300 0.3749
H -1.632 -0.232 -0.271 0.2908
H 1.700 1.224 -1.321 0.0451